Computed, not measured: a molecular structure, C4H9NO3, with ωB97M-V/def2-TZVPD.

Results
HOMO = -9.316 eV
energy relative to the best compared isomer or geometry (same formula, charge and spin) = 6.117 eV
LUMO = 0.274 eV
electronic energy = -438.10426 Ha
orbital gap = 0.352 Eh

```
! RIJCOSX wB97M-V def2-TZVPD def2/J DEFGRID3
* xyz 0 1
C -0.465 1.767 0.232
C 1.244 -0.482 -0.014
C -0.420 0.459 -0.487
C 2.096 -0.147 0.965
O 1.678 -1.086 -1.152
O -0.637 0.231 -1.650
H 0.982 -0.973 -1.824
H -0.242 1.646 1.288
H 0.249 2.451 -0.225
H -1.475 2.167 0.120
H 1.722 0.290 1.880
H 3.159 -0.348 0.894
N -2.031 -1.618 -0.060
O -1.193 -0.670 0.594
H 0.072 -0.883 0.488
H -2.965 -1.217 0.004
H -1.775 -1.588 -1.052
*
```

***

Computed, not measured: a single C4H9NO3 molecule at a distorted geometry, with ωB97M-V/def2-TZVPD.

Results
HOMO = -9.716 eV
SMILES = C[C@@H]1O[C@@](N)(O)[C@@H]1O
energy relative to the best compared isomer or geometry (same formula, charge and spin) = 1.882 eV
LUMO = 0.770 eV
electronic energy = -438.25989 Ha
orbital gap = 0.385 Eh

```
! RIJCOSX wB97M-V def2-TZVPD def2/J DEFGRID3
* xyz 0 1
C 2.133 0.328 -0.488
C 0.915 -0.569 -0.346
O -0.140 -0.249 -1.244
C -1.199 -0.385 -0.082
N -2.103 0.690 -0.084
O -1.850 -1.582 -0.063
C 0.004 -0.362 0.893
O 0.159 0.843 1.578
H 2.646 0.095 -1.418
H 1.845 1.378 -0.531
H 2.810 0.172 0.351
H 1.217 -1.619 -0.454
H -2.264 1.055 0.849
H -1.896 1.442 -0.727
H -2.535 -1.588 -0.744
H -0.017 -1.175 1.618
H 0.276 1.525 0.892
*
```

***

Computed, not measured: 2 unconnected molecules or ions with the total composition C4H9NO3 at a distorted geometry, with ωB97M-V/def2-TZVPD.

Results
HOMO (spin up / spin down) = -13.420 / -13.274 eV
energy relative to the best compared isomer or geometry (same formula, charge and spin) = 0.865 eV
LUMO (spin up / spin down) = -5.523 / -9.860 eV
electronic energy = -437.94177 Ha
expectation value of S² = 0.761
orbital gap (spin up / spin down) = 0.290 / 0.125 Eh

```
! RIJCOSX wB97M-V def2-TZVPD def2/J DEFGRID3
* xyz 1 2
O 2.469 -0.006 -1.801
C 1.481 -0.273 -2.428
O 1.472 -1.174 -3.415
C 0.126 0.318 -2.170
H 2.369 -1.516 -3.497
H -0.570 0.064 -2.962
H 0.237 1.397 -2.088
H -0.209 -0.075 -1.211
C -0.930 1.301 1.897
C -0.544 -0.144 1.944
N -1.168 -0.997 2.940
O 0.251 -0.646 1.203
H -1.601 1.533 2.717
H -1.414 1.492 0.935
H -0.033 1.922 1.936
H -1.519 -1.835 2.450
H -0.417 -1.363 3.550
*
```

***

Computed, not measured: 2 unconnected molecules or ions with the total composition C4H9NO4 at a distorted geometry, with ωB97M-V/def2-TZVPD.

Results
HOMO = -10.181 eV
SMILES = COC(C)=O.NC(=O)O
energy relative to the best compared isomer or geometry (same formula, charge and spin) = 1.770 eV
LUMO = 0.471 eV
electronic energy = -513.51252 Ha
orbital gap = 0.391 Eh

```
! RIJCOSX wB97M-V def2-TZVPD def2/J DEFGRID3
* xyz 0 1
C 0.783 -1.902 -0.507
O 0.969 -0.821 0.399
C 1.162 0.518 -0.149
C 2.062 1.274 0.790
O 1.004 0.796 -1.313
H 1.311 -2.767 -0.109
H 1.020 -1.661 -1.546
H -0.267 -2.193 -0.417
H 2.443 2.176 0.316
H 1.522 1.500 1.707
H 2.923 0.657 1.033
N -1.504 0.708 -0.623
C -1.993 -0.147 0.377
O -1.990 -1.354 0.374
O -2.974 0.464 1.100
H -0.860 0.339 -1.312
H -1.866 1.644 -0.730
H -3.746 0.768 0.608
*
```

***

Computed, not measured: a gas-phase ion, C4H9NO4PS (charge +1) at a distorted geometry, with ωB97M-V/def2-TZVPD.

Results
HOMO (spin up / spin down) = -9.228 / -15.736 eV
LUMO (spin up / spin down) = -3.638 / -7.810 eV
electronic energy = -1252.64296 Ha
expectation value of S² = 2.004
orbital gap (spin up / spin down) = 0.205 / 0.291 Eh

```
! RIJCOSX wB97M-V def2-TZVPD def2/J DEFGRID3
* xyz 1 3
C -0.252 1.685 0.588
C 0.599 0.540 0.054
C -0.343 -0.815 0.034
C 1.284 0.613 -1.301
N 0.409 -2.001 -0.018
O -3.798 0.004 0.047
O -1.635 1.476 0.121
O -1.427 -0.818 -0.926
O -1.164 -0.753 1.160
P -2.385 0.054 0.197
S 1.816 -0.035 1.248
H -0.285 1.737 1.773
H 0.022 2.600 -0.048
H 1.677 1.598 -1.440
H 0.492 0.593 -2.028
H 2.019 -0.172 -1.297
H 0.075 -2.427 -0.921
H 0.324 -2.766 0.705
H 1.376 -1.684 -0.204
H 1.196 0.571 2.254
*
```

***

Computed, not measured: 2 unconnected molecules or ions with the total composition C4H9NO4S at a distorted geometry, with ωB97M-V/def2-TZVPD.

Results
HOMO (spin up / spin down) = -7.926 / -8.054 eV
energy relative to the best compared isomer or geometry (same formula, charge and spin) = 5.037 eV
LUMO (spin up / spin down) = -2.918 / -2.844 eV
electronic energy = -911.57128 Ha
orbital gap (spin up / spin down) = 0.184 / 0.191 Eh

```
! RIJCOSX wB97M-V def2-TZVPD def2/J DEFGRID3
* xyz 0 1
C 2.095 1.031 -0.378
C -1.336 -0.684 -1.365
C -2.907 -0.937 0.365
C 3.789 0.145 1.110
N -2.198 -0.016 -0.412
O 2.921 1.406 -1.192
O -2.796 1.829 1.141
O 0.881 1.340 -0.504
O 2.393 0.240 0.777
S -1.969 1.535 -0.002
H -1.824 -1.430 -2.011
H -0.891 0.177 -1.995
H -0.587 -1.108 -0.846
H -2.321 -1.708 0.801
H -3.541 -0.293 1.014
H -3.700 -1.569 -0.072
H 3.966 0.850 1.913
H 4.222 0.122 0.154
H 3.804 -0.931 1.502
*
```

***

Computed, not measured: a single C4H9NOP2 molecule at a distorted geometry, with ωB97M-V/def2-TZVPD.

Results
HOMO (spin up / spin down) = -8.254 / -8.253 eV
SMILES = C=PP(=C)=NCCO
energy relative to the best compared isomer or geometry (same formula, charge and spin) = 1.265 eV
LUMO (spin up / spin down) = -0.652 / -0.652 eV
electronic energy = -970.35985 Ha
orbital gap (spin up / spin down) = 0.279 / 0.279 Eh

```
! RIJCOSX wB97M-V def2-TZVPD def2/J DEFGRID3
* xyz 0 1
C -3.080 1.535 0.148
P -3.192 -0.121 0.359
P -1.218 -0.638 -0.231
C -1.142 -2.196 -0.893
N -0.389 0.638 -0.572
C 1.101 0.555 -0.583
C 1.573 0.402 0.888
O 1.115 -0.814 1.407
H -3.868 2.261 0.214
H -2.261 1.864 -0.459
H -1.599 -2.884 -0.305
H -0.241 -2.597 -1.291
H 1.413 1.447 -0.989
H 1.325 -0.213 -1.205
H 0.984 1.072 1.549
H 2.670 0.409 1.179
H 1.592 -1.558 0.994
*
```

***

Computed, not measured: a gas-phase ion, C4H9NOS (charge -2) at a distorted geometry, with ωB97M-V/def2-TZVPD.

Results
HOMO = 0.538 eV
SMILES = C[C@H](C[S-])NC[O-]
energy relative to the best compared isomer or geometry (same formula, charge and spin) = 0.714 eV
LUMO = 6.075 eV
electronic energy = -685.89222 Ha
orbital gap = 0.203 Eh

```
! RIJCOSX wB97M-V def2-TZVPD def2/J DEFGRID3
* xyz -2 1
C 1.177 -0.717 -0.829
C 0.071 0.287 -0.406
C 0.790 1.634 -0.046
S 1.833 2.405 -1.401
N -0.652 -0.135 0.770
C -1.952 -0.918 0.783
O -1.924 -2.001 1.565
H 1.114 -1.340 -1.721
H 1.384 -1.404 0.003
H 2.120 -0.166 -0.961
H -0.580 0.463 -1.263
H 0.078 2.348 0.360
H 1.436 1.348 0.798
H -0.009 -0.435 1.471
H -2.695 -0.167 1.154
H -2.192 -1.202 -0.277
*
```

***

Computed, not measured: a single C4H9NOS molecule at a distorted geometry, with ωB97M-V/def2-TZVPD.

Results
HOMO = -8.827 eV
SMILES = NC(=O)CCCS
energy relative to the best compared isomer or geometry (same formula, charge and spin) = 1.264 eV
LUMO = 0.739 eV
electronic energy = -685.97249 Ha
orbital gap = 0.352 Eh

```
! RIJCOSX wB97M-V def2-TZVPD def2/J DEFGRID3
* xyz 0 1
N -2.449 -1.360 0.805
C -1.672 -0.485 0.004
O -1.661 -0.351 -1.212
C -0.768 0.451 0.864
C 0.673 -0.173 1.255
C 1.628 -0.284 0.020
S 2.010 1.118 -0.955
H -2.785 -2.205 0.233
H -2.491 -1.336 1.778
H -1.283 0.702 1.783
H -0.501 1.291 0.211
H 0.552 -1.247 1.637
H 1.240 0.529 1.891
H 1.127 -1.033 -0.677
H 2.490 -0.821 0.353
H 0.752 1.515 -0.723
*
```

***

Computed, not measured: a single C4H9NOS molecule at a distorted geometry, with ωB97M-V/def2-TZVPD.

Results
HOMO = -8.563 eV
SMILES = C=NS[C@H](C)OC
energy relative to the best compared isomer or geometry (same formula, charge and spin) = 5.795 eV
LUMO = 0.729 eV
electronic energy = -685.80599 Ha
orbital gap = 0.341 Eh

```
! RIJCOSX wB97M-V def2-TZVPD def2/J DEFGRID3
* xyz 0 1
C -2.613 -0.781 -0.399
N -1.328 -0.430 -0.329
S -0.883 0.195 1.231
C 0.665 0.630 0.498
C 0.303 1.957 -0.465
O 1.305 -0.282 -0.265
C 1.622 -1.571 0.147
H -2.542 -1.165 -1.621
H -3.442 -0.727 0.487
H 1.165 1.204 1.284
H -0.173 1.617 -1.509
H -0.470 2.570 0.154
H 1.198 2.801 -0.508
H 0.842 -2.083 0.914
H 1.778 -2.412 -0.517
H 2.574 -1.523 0.899
*
```

***

Computed, not measured: a gas-phase ion, C4H9NOS (charge +1) at a distorted geometry, with ωB97M-V/def2-TZVPD.

Results
HOMO (spin up / spin down) = -13.406 / -13.404 eV
energy relative to the best compared isomer or geometry (same formula, charge and spin) = 1.787 eV
LUMO (spin up / spin down) = -4.436 / -9.072 eV
electronic energy = -685.60241 Ha
expectation value of S² = 0.754
orbital gap (spin up / spin down) = 0.330 / 0.159 Eh

```
! RIJCOSX wB97M-V def2-TZVPD def2/J DEFGRID3
* xyz 1 2
C 0.537 -0.575 -0.481
C -0.374 0.621 -0.750
C -0.246 1.789 0.277
S 0.991 3.184 -0.064
C 0.291 -1.476 0.841
N -0.745 -2.290 0.552
O 0.788 -1.385 1.976
H 0.241 -1.356 -1.243
H 1.664 -0.525 -0.606
H -1.541 0.444 -0.697
H -0.152 1.133 -1.571
H -0.009 1.327 1.305
H -1.292 2.351 0.420
H 1.670 2.575 -1.178
H -0.881 -2.834 1.469
H -0.940 -2.980 -0.250
*
```

***

Computed, not measured: a single C4H9NOS2 molecule at a distorted geometry, with ωB97M-V/def2-TZVPD.

Results
HOMO = -8.094 eV
SMILES = CO[C@H](C)SC(N)=S
energy relative to the best compared isomer or geometry (same formula, charge and spin) = 1.020 eV
LUMO = 0.585 eV
electronic energy = -1084.15879 Ha
orbital gap = 0.319 Eh

```
! RIJCOSX wB97M-V def2-TZVPD def2/J DEFGRID3
* xyz 0 1
C 1.584 -1.602 -0.123
O 0.975 -0.443 0.400
C 0.505 0.402 -0.640
C 0.425 1.874 -0.149
S -1.025 -0.331 -1.396
C -2.062 -0.277 0.019
N -1.643 -0.163 1.295
S -3.710 -0.296 -0.322
H 0.837 -2.326 -0.486
H 2.284 -1.369 -0.959
H 2.172 -2.095 0.605
H 1.199 0.430 -1.546
H -0.208 2.083 0.696
H 1.473 2.097 0.092
H 0.157 2.498 -0.974
H -0.644 -0.225 1.494
H -2.318 -0.258 1.994
*
```